ORCA calculation (wB97M-V/def2-TZVPD) on 2 unconnected molecules or ions with the total composition C6H15N2.

```
! RIJCOSX wB97M-V def2-TZVPD def2/J DEFGRID3
* xyz 0 2
C -0.4300 1.1812 -2.0072
C -0.8497 0.8151 -3.2254
C -1.1431 2.1766 0.1637
N -1.3505 1.6782 -1.0800
H 0.5993 1.1266 -1.6902
H -1.8957 0.8993 -3.5138
H -0.0953 0.4206 -3.8961
H -2.0292 2.4260 0.7249
H -0.1466 2.2385 0.5505
H -2.3102 1.5091 -1.3316
C 1.0291 -0.0269 0.8341
C 1.2038 -1.3759 1.5570
C 0.0960 -1.5272 2.6007
N 1.2199 -2.5237 0.6267
H 1.2015 0.8036 1.5174
H 1.7509 0.0209 0.0085
H 0.0315 0.0014 0.4004
H 2.1645 -1.3354 2.0830
H 0.0743 -2.5250 3.0418
H 0.2340 -0.7683 3.3760
H -0.8843 -1.4100 2.1146
H 1.8943 -2.2707 -0.0990
H 0.3708 -2.3842 0.0679
*
```

Output
**Orbital gap (spin up / spin down)**: 7.1 / 10.0 eV
**E**: -347.02103 Eh
**HOMO (spin up / spin down)**: -6.15 / -9.07 eV
**Energy relative to the best compared isomer or geometry (same formula, charge and spin)**: 20.9 kcal per mole

---

ORCA calculation (wB97M-V/def2-TZVPD) on a gas-phase ion, C6H15N2 (charge +1).

```
! RIJCOSX wB97M-V def2-TZVPD def2/J DEFGRID3
* xyz 1 1
C -1.8732 0.1558 -0.8285
C -0.6441 0.5412 -0.0199
C -0.7884 0.8722 1.3029
N -1.7684 0.6618 2.2474
C 0.4898 1.1256 -0.7391
C 1.8287 0.2609 -0.4683
C 1.9492 -1.1384 -1.0710
N 0.7721 -1.9921 -0.3989
H -2.8672 -0.2602 -0.3382
H -1.5429 -0.7429 -1.3084
H -2.1227 0.9859 -1.6075
H 0.0900 1.2202 1.7925
H -1.6619 1.1617 3.1380
H -2.8138 0.6402 2.1118
H 0.7536 2.1584 -0.4516
H 0.2936 1.1286 -1.8341
H 1.8113 0.0699 0.6259
H 2.6618 1.1417 -0.5892
H 1.8683 -1.0786 -2.0794
H 2.9716 -1.6682 -0.9301
H 0.9821 -1.8941 0.6907
H 0.9712 -2.9239 -0.7600
H -0.1924 -1.5304 -0.4569
*
```

Output
**Orbital gap**: 8.2 eV
**E**: -346.79137 Eh
**SMILES**: C/C(=C\N)CCC[NH3+]
**HOMO**: -11.47 eV
**Energy relative to the best compared isomer or geometry (same formula, charge and spin)**: 76.1 kcal per mole

---

ORCA calculation (wB97M-V/def2-TZVPD) on a gas-phase ion, C6H15N2 (charge +1).

```
! RIJCOSX wB97M-V def2-TZVPD def2/J DEFGRID3
* xyz 1 1
H 1.5421 1.5905 1.2163
N 1.1380 2.1486 0.4990
C 0.5227 1.6893 -0.4486
C 0.1389 2.3064 -1.7116
C 0.0921 -0.0815 -0.5438
C 1.4211 -0.7282 -1.0224
N -0.2241 -0.4444 0.8272
C -1.5438 0.0578 1.1958
C -0.2088 -1.9563 1.0791
H -0.9071 2.0617 -2.0963
H 0.9206 1.9767 -2.4460
H 0.1888 3.5094 -1.7743
H -0.7380 -0.3267 -1.2521
H 2.0183 -0.9486 -0.1379
H 2.1275 -0.0099 -1.5123
H 1.2653 -1.6323 -1.7142
H 0.4837 -0.0166 1.5042
H -2.3836 -0.4570 0.6020
H -1.9682 -0.2535 2.1883
H -1.7107 1.1416 1.2462
H 0.7890 -2.1962 1.0144
H -0.4560 -2.3100 2.1578
H -0.6970 -2.4956 0.2077
*
```

Output
**Orbital gap**: 10.4 eV
**E**: -346.78010 Eh
**SMILES**: [H]/N=C(/C)[C@@H](C)[NH+](C)C
**HOMO**: -13.41 eV
**Energy relative to the best compared isomer or geometry (same formula, charge and spin)**: 83.1 kcal per mole

---

ORCA calculation (wB97M-V/def2-TZVPD) on a gas-phase ion, C6H15N2O (charge +1).

```
! RIJCOSX wB97M-V def2-TZVPD def2/J DEFGRID3
* xyz 1 1
H 2.1027 0.5428 -3.0323
N 1.5820 0.3040 -2.1902
C 0.3628 0.5512 -2.2524
C -0.5706 0.2622 -1.1053
C -1.6525 1.3301 -0.8787
C 0.3364 -0.1081 0.1181
C 0.6920 1.1547 0.9215
N -0.2414 -1.1318 0.9529
C 0.4581 -1.4821 2.2424
O -0.4574 -2.2903 0.2054
H -0.2254 0.9310 -3.0442
H -1.2051 -0.7093 -1.4201
H -2.3693 0.9561 -0.0861
H -2.1166 1.4504 -1.7148
H -1.1945 2.2344 -0.6348
H 1.2967 -0.5344 -0.3257
H 1.4085 0.9732 1.7265
H -0.2764 1.6721 1.3465
H 0.9889 2.0207 0.2824
H -1.2672 -0.7269 1.1388
H 1.5516 -1.5313 2.2968
H 0.2264 -0.7044 3.1198
H 0.2238 -2.5249 2.5919
H 0.3464 -2.6393 -0.2583
*
```

Output
**Orbital gap**: 10.7 eV
**E**: -421.98511 Eh
**SMILES**: [H]/N=C/[C@H](C)[C@@H](C)[N@H+](C)O
**HOMO**: -13.78 eV
**Energy relative to the best compared isomer or geometry (same formula, charge and spin)**: 84.4 kcal per mole

---

ORCA calculation (wB97M-V/def2-TZVPD) on 2 unconnected molecules or ions with the total composition C6H15N3O.

```
! RIJCOSX wB97M-V def2-TZVPD def2/J DEFGRID3
* xyz 0 1
C 0.6288 1.4569 1.3142
N -0.0341 0.9828 0.3856
C -1.4233 1.6010 -0.0691
C -2.3236 0.3992 -0.3220
C -2.0057 2.6184 0.8706
H 1.5644 1.0321 1.6392
H 0.1749 2.3223 1.9563
H -1.1439 2.0562 -1.0214
H -1.8812 -0.2639 -1.0711
H -3.2941 0.7276 -0.6891
H -2.4715 -0.1669 0.5944
H -1.8616 3.6483 0.5398
H -3.0432 2.4391 1.1011
H -1.3684 2.5968 1.8330
C 0.3231 -2.2511 -0.6272
N 1.6395 -2.7834 -0.3502
C 2.8186 -2.1403 -0.6083
N 2.7081 -0.8059 -0.9000
O 3.8807 -2.7341 -0.6287
H -0.4117 -3.0464 -0.4710
H 0.2339 -1.9110 -1.6706
H 0.0926 -1.4037 0.0331
H 1.7390 -3.7835 -0.2840
H 1.8855 -0.2950 -0.6375
H 3.5733 -0.2954 -0.9170
*
```

Output
**Orbital gap**: 9.9 eV
**E**: -477.10695 Eh
**SMILES**: C=NC(C)C.CNC(N)=O
**HOMO**: -9.13 eV
**Energy relative to the best compared isomer or geometry (same formula, charge and spin)**: 21.4 kcal per mole

---

ORCA calculation (wB97M-V/def2-TZVPD) on C6H15N3S in the gas phase.

```
! RIJCOSX wB97M-V def2-TZVPD def2/J DEFGRID3
* xyz 0 1
C 0.6416 -1.9317 2.8602
C 0.4371 -0.5098 2.2332
S -0.4038 -0.7060 0.6228
N -1.8182 -0.4124 1.0632
N 0.1537 -1.9372 -0.1033
N 0.3091 0.8251 -0.0807
C -0.6440 1.8246 -0.6074
C -0.9455 1.2307 -2.0254
C 0.4548 0.7567 -2.5117
C 1.2721 0.6434 -1.1823
H -0.2462 -2.4995 3.2980
H 1.1577 -2.6345 2.1939
H 0.9924 -1.9261 3.9301
H 1.4779 -0.0616 2.1036
H -0.2994 0.0682 2.7919
H -2.5956 -0.7719 0.5976
H -0.2844 -2.1796 -1.0151
H -0.0354 2.8006 -0.8323
H -1.4900 1.8984 -0.0726
H -1.3321 2.0138 -2.6039
H -1.7566 0.5200 -1.7710
H 0.3534 -0.2242 -2.9896
H 0.6369 1.5411 -3.2186
H 1.7360 -0.2452 -1.2119
H 2.0636 1.5128 -1.1507
*
```

Output
**Orbital gap**: 9.6 eV
**E**: -799.89520 Eh
**SMILES**: CCS(=N)(=N)N1CCCC1
**HOMO**: -8.71 eV
**Energy relative to the best compared isomer or geometry (same formula, charge and spin)**: 47.1 kcal per mole

---

ORCA calculation (wB97M-V/def2-TZVPD) on 2 unconnected molecules or ions with the total composition C6H15N4.

```
! RIJCOSX wB97M-V def2-TZVPD def2/J DEFGRID3
* xyz 1 1
C -0.3568 0.0088 -1.1432
C 1.4499 0.3210 2.3248
C 0.9662 -0.8790 1.5080
C 2.7485 0.6641 1.5417
C -2.0933 -0.6168 -2.8783
C -2.4454 0.7261 -0.0118
N -0.6737 -0.5358 -2.2712
N 1.6549 -0.8694 0.2508
N -1.0256 0.6490 -0.2641
N 2.5822 -0.0442 0.3504
H 0.8097 1.2382 2.3128
H 1.4660 0.1834 3.4579
H 1.3216 -1.9477 1.8504
H -0.0024 -1.0496 1.1201
H 2.9843 1.7555 1.3516
H 3.7390 0.2262 2.0489
H -2.3947 0.2292 -3.4087
H -2.9380 -0.9424 -2.0612
H -2.1150 -1.3738 -3.5620
H -2.5100 0.2176 1.0071
H -2.7796 1.8499 0.1408
H -3.1175 0.2880 -0.7167
H -0.4468 1.1968 0.3432
H -0.1319 -1.1650 -2.8790
H 3.3082 -0.1300 -0.4124
*
```

Output
**Orbital gap (spin up / spin down)**: 6.9 / 6.9 eV
**E**: -456.21032 Eh
**HOMO (spin up / spin down)**: -10.93 / -10.93 eV
**Energy relative to the best compared isomer or geometry (same formula, charge and spin)**: 116.5 kcal per mole

---

ORCA calculation (wB97M-V/def2-TZVPD) on a gas-phase ion, C6H15N4O2 (charge +1).

```
! RIJCOSX wB97M-V def2-TZVPD def2/J DEFGRID3
* xyz 1 1
C -2.4082 0.4031 -1.0519
C -1.1917 0.5125 -0.0907
C -1.5809 1.3340 1.1071
N -0.0799 1.3168 -0.7464
C -0.6172 -0.8237 0.2965
C -1.5038 -1.9818 -0.0316
O -1.1276 -2.7738 -0.9040
N 0.6897 -1.0069 -0.5302
N 1.9567 -1.1083 0.2137
C 2.7239 0.0434 0.4237
N 4.0207 -0.1979 0.8209
O 2.2613 1.1627 0.2889
H -3.3561 0.3220 -0.6305
H -2.5856 1.3263 -1.6118
H -2.0809 -0.2404 -1.8905
H -0.6502 1.4485 1.6271
H -1.8149 2.3282 0.6757
H -2.3174 0.6288 1.6533
H -0.1512 1.2584 -1.7362
H -0.2064 2.2935 -0.4423
H 1.0201 1.0646 -0.4366
H -0.3115 -0.8845 1.3843
H -2.4113 -2.2176 0.5868
H 0.5638 -1.6439 -1.2897
H 2.2828 -2.0447 0.2578
H 4.3807 -1.0694 0.7513
H 4.4954 0.5501 1.3055
*
```

Output
**Orbital gap**: 10.6 eV
**E**: -606.83888 Eh
**SMILES**: CC(C)([NH3+])[C@@H](C=O)NNC(N)=O
**HOMO**: -13.36 eV
**Energy relative to the best compared isomer or geometry (same formula, charge and spin)**: 87.7 kcal per mole

---

ORCA calculation (wB97M-V/def2-TZVPD) on a gas-phase ion, C6H15N5S (charge +2).

```
! RIJCOSX wB97M-V def2-TZVPD def2/J DEFGRID3
* xyz 2 1
C 1.0689 0.9430 1.1062
C -0.5977 2.1463 -0.1318
C -0.1713 -0.2374 -0.4798
C -2.1924 -1.5452 0.2014
C 3.2194 -1.0235 0.1508
C -1.0077 -1.4536 -0.7506
N 0.1139 -0.1024 0.9058
N 0.4970 2.1792 0.7095
N -0.8987 1.0360 -0.7997
N -1.2977 3.2197 -0.4579
N 1.0312 -0.2283 -1.2433
S 2.3761 0.5406 -0.4050
H 1.5749 1.0392 2.0869
H -1.7821 -1.5637 1.2389
H -2.7569 -2.4621 0.0267
H -2.9855 -0.7340 0.3234
H 3.0734 -1.4877 -0.8217
H 2.7057 -1.7075 0.7494
H 4.2544 -0.8982 0.3336
H -1.2432 -1.4913 -1.8664
H -0.1608 -2.2933 -0.5511
H 0.2955 -0.8360 1.4792
H 0.6657 3.0203 1.2291
H -1.7656 1.1015 -1.4355
H -1.1368 4.0559 0.0278
H -1.9085 3.2392 -1.2325
H 1.0012 -0.3125 -2.1979
*
```

Output
**Orbital gap**: 10.2 eV
**E**: -908.94518 Eh
**HOMO**: -17.83 eV
**Energy relative to the best compared isomer or geometry (same formula, charge and spin)**: 11.7 kcal per mole

---

ORCA calculation (wB97M-V/def2-TZVPD) on 2 unconnected molecules or ions with the total composition C6H15N6OS.

```
! RIJCOSX wB97M-V def2-TZVPD def2/J DEFGRID3
* xyz 1 1
C 1.9848 -1.4797 -0.1453
C -0.3591 -1.1128 -0.5139
C 0.8550 -0.2924 1.4866
C -2.7252 -0.6839 -0.6066
C -1.5015 -1.8949 -2.3962
C 0.8871 4.1794 1.3796
N 1.9688 -0.8735 0.9656
N 0.8047 -1.6092 -0.9295
N -0.3541 -0.4701 0.6843
N 3.0451 -2.1016 -0.6823
N 0.8071 0.4032 2.5058
N -1.4933 -1.1644 -1.2117
O -1.1802 2.2965 1.4178
S 0.0277 2.9037 0.3875
H -2.8801 -0.7506 0.5418
H -2.7995 0.3818 -0.7345
H -3.4737 -1.2002 -1.0609
H -1.2233 -2.8383 -2.2466
H -2.5156 -1.8162 -2.8749
H -0.7886 -1.3765 -3.2523
H 1.6608 4.6795 0.8701
H 1.4113 3.7709 2.2708
H 0.0700 4.8373 1.5992
H 0.7496 -1.9171 -1.8443
H -1.0559 0.2021 0.8938
H 3.9059 -2.0466 -0.0994
H 3.2267 -2.3195 -1.5982
H 1.7326 0.3633 3.0109
H -0.7868 1.9299 2.1828
*
```

Output
**Orbital gap**: 8.5 eV
**E**: -1039.33244 Eh
**HOMO**: -11.32 eV
**Energy relative to the best compared isomer or geometry (same formula, charge and spin)**: 0.0 kcal per mole